{"formula": "C46H44N2O4P2PrSSi", "method": "wB97M-V/def2-TZVPD", "energy_ha": -4077.090113, "charge": 1, "max_force_ha_per_bohr": 0.0963, "multiplicity": 3, "s_squared": 2.003, "species": ["Pr", "O", "S", "O", "O", "C", "C", "C", "C", "C", "C", "P", "C", "C", "C", "C", "C", "C", "C", "C", "C", "C", "C", "C", "H", "H", "H", "H", "H", "H", "H", "H", "H", "H", "H", "H", "H", "H", "O", "N", "C", "C", "C", "C", "C", "C", "C", "P", "C", "C", "C", "C", "C", "C", "C", "C", "C", "C", "C", "C", "H", "H", "H", "H", "H", "H", "H", "H", "H", "H", "H", "H", "H", "H", "H", "H", "C", "Si", "C", "C", "N", "C", "C", "C", "C", "C", "C", "H", "H", "H", "H", "H", "H", "H", "H", "H", "H", "H", "H", "H", "H"], "positions_angstrom": [[0.345, -0.109, 0.969], [0.658, 2.083, 2.753], [1.993, 1.892, 1.685], [1.261, 1.903, 0.375], [2.246, 0.452, 1.970], [0.073, 3.333, 2.585], [0.631, 4.435, 3.219], [0.032, 5.675, 3.089], [-1.119, 5.813, 2.325], [-1.656, 4.715, 1.676], [-1.063, 3.460, 1.787], [-1.712, 1.958, 0.944], [-2.065, 2.600, -0.737], [-1.129, 2.312, -1.731], [-1.286, 2.800, -3.018], [-2.394, 3.572, -3.330], [-3.345, 3.845, -2.354], [-3.186, 3.363, -1.065], [-3.381, 1.829, 1.683], [-4.403, 1.202, 0.970], [-5.648, 1.016, 1.548], [-5.880, 1.436, 2.850], [-4.864, 2.046, 3.570], [-3.619, 2.243, 2.991], [1.520, 4.302, 3.824], [0.462, 6.531, 3.591], [-1.599, 6.779, 2.238], [-2.544, 4.832, 1.070], [-0.258, 1.719, -1.486], [-0.541, 2.576, -3.773], [-2.523, 3.958, -4.332], [-4.218, 4.436, -2.601], [-3.946, 3.566, -0.321], [-4.224, 0.878, -0.048], [-6.441, 0.547, 0.979], [-6.852, 1.291, 3.303], [-5.043, 2.368, 4.588], [-2.832, 2.727, 3.557], [-2.279, -0.917, 0.042], [-1.229, -1.107, -0.846], [-1.431, -1.886, -1.828], [-0.412, -2.335, -2.767], [-0.850, -3.281, -3.700], [0.033, -3.923, -4.545], [1.386, -3.643, -4.450], [1.831, -2.678, -3.557], [0.956, -1.987, -2.727], [1.580, -0.560, -1.723], [3.370, -0.916, -1.505], [3.801, -1.408, -0.272], [5.137, -1.713, -0.063], [6.061, -1.508, -1.075], [5.649, -0.984, -2.293], [4.313, -0.686, -2.508], [1.669, 0.718, -3.040], [2.245, 1.941, -2.687], [2.391, 2.945, -3.628], [1.953, 2.746, -4.931], [1.349, 1.548, -5.280], [1.202, 0.537, -4.339], [-3.020, -1.499, -0.179], [-2.415, -2.346, -1.951], [-1.906, -3.521, -3.747], [-0.328, -4.656, -5.254], [2.097, -4.167, -5.075], [2.887, -2.459, -3.508], [3.099, -1.566, 0.532], [5.453, -2.112, 0.892], [7.105, -1.745, -0.914], [6.370, -0.804, -3.079], [4.007, -0.263, -3.456], [2.576, 2.098, -1.668], [2.849, 3.885, -3.349], [2.079, 3.525, -5.671], [0.994, 1.392, -6.290], [0.724, -0.388, -4.629], [-1.868, -3.451, 3.881], [-0.598, -2.073, 3.658], [-1.566, -0.433, 3.523], [0.494, -1.919, 5.193], [0.186, -2.145, 2.122], [0.935, -3.233, 1.709], [1.204, -3.398, 0.339], [1.975, -4.441, -0.145], [2.494, -5.385, 0.726], [2.218, -5.264, 2.084], [1.456, -4.217, 2.569], [-2.448, -3.312, 4.796], [-1.387, -4.430, 3.935], [-2.562, -3.471, 3.039], [-2.182, -0.293, 4.413], [-2.243, -0.439, 2.666], [-0.897, 0.436, 3.478], [-0.058, -1.448, 6.009], [1.373, -1.305, 4.980], [0.846, -2.888, 5.552], [0.757, -2.690, -0.352], [2.161, -4.516, -1.211], [3.091, -6.207, 0.356], [2.607, -6.002, 2.774], [1.263, -4.139, 3.633]]}